{"formula": "C37H69ClN2O13S2", "method": "ωB97M-V with the def2-TZVPD basis set", "total_energy_ha": -3795.22264, "smiles": "CC(=O)OCN(N=C=S)C(=O)OCCCCS(=O)(=O)Cl.C1CCOC1.C1CCOC1.C1CCOC1.C1CCOC1.C1CCOC1.C1CCOC1.C1CCOC1", "species": ["C", "C", "O", "O", "C", "N", "N", "C", "S", "C", "O", "O", "C", "C", "C", "C", "S", "O", "O", "Cl", "H", "H", "H", "H", "H", "H", "H", "H", "H", "H", "H", "H", "H", "C", "C", "C", "O", "C", "H", "H", "H", "H", "H", "H", "H", "H", "C", "C", "C", "O", "C", "H", "H", "H", "H", "H", "H", "H", "H", "C", "C", "C", "O", "C", "H", "H", "H", "H", "H", "H", "H", "H", "C", "C", "C", "O", "C", "H", "H", "H", "H", "H", "H", "H", "H", "C", "C", "C", "O", "C", "H", "H", "H", "H", "H", "H", "H", "H", "C", "C", "C", "O", "C", "H", "H", "H", "H", "H", "H", "H", "H", "C", "C", "C", "O", "C", "H", "H", "H", "H", "H", "H", "H", "H"], "positions_angstrom": [[8.9641, -0.4937, -3.4484], [7.9888, 0.2441, -2.5800], [7.9371, 0.1482, -1.3962], [7.1408, 1.0991, -3.2533], [5.8634, 0.5449, -3.5928], [4.8029, 1.3995, -3.1312], [4.1697, 2.1704, -4.1622], [3.5177, 1.6771, -5.0628], [2.7707, 1.0843, -6.2916], [4.0147, 0.9321, -2.0770], [4.4967, 0.2372, -1.2284], [2.7477, 1.3825, -2.0666], [1.7793, 0.3688, -2.4625], [0.5772, 1.1106, -3.0141], [-0.5083, 0.2376, -3.6719], [-0.0732, -1.0923, -4.2854], [-0.0753, -2.5592, -3.2451], [1.2770, -2.8738, -2.9064], [-0.8991, -3.5524, -3.8572], [-1.0032, -1.9791, -1.5314], [9.9734, -0.3223, -3.0789], [8.8712, -0.1828, -4.4855], [8.7425, -1.5599, -3.3843], [5.7670, -0.4400, -3.1399], [5.8257, 0.4591, -4.6772], [1.5096, -0.1921, -1.5674], [2.2565, -0.2988, -3.1816], [0.9209, 1.8992, -3.6796], [0.1130, 1.5944, -2.1553], [-0.9366, 0.8106, -4.4960], [-1.3323, 0.0856, -2.9804], [-0.7337, -1.3483, -5.1122], [0.9398, -1.0655, -4.6840], [-1.2725, 5.1660, -0.0371], [-0.2125, 4.5030, 0.8413], [-0.5247, 3.0276, 0.6372], [-1.0443, 2.9078, -0.6920], [-1.3403, 4.2061, -1.2162], [-1.0215, 6.1816, -0.3378], [-2.2317, 5.1908, 0.4847], [0.7865, 4.7340, 0.4660], [-0.2605, 4.8001, 1.8874], [-1.2882, 2.6806, 1.3429], [0.3526, 2.3868, 0.7337], [-0.5917, 4.4564, -1.9763], [-2.3224, 4.1797, -1.6909], [-5.6111, 0.4788, 1.1939], [-4.1417, 0.8879, 1.1958], [-3.9834, 1.4904, -0.1939], [-5.2519, 2.0601, -0.5313], [-6.2441, 1.6179, 0.4057], [-6.0322, 0.3623, 2.1893], [-5.7307, -0.4685, 0.6659], [-3.9627, 1.6479, 1.9612], [-3.4618, 0.0566, 1.3772], [-3.7395, 0.7153, -0.9324], [-3.2175, 2.2590, -0.2416], [-6.5077, 2.4566, 1.0564], [-7.1395, 1.3145, -0.1377], [6.9130, 0.2985, 1.7280], [6.9400, -0.7627, 2.8264], [7.0782, 0.0925, 4.0800], [6.4126, 1.3239, 3.8011], [6.1229, 1.4105, 2.4013], [6.4596, -0.0362, 0.7983], [7.9279, 0.6360, 1.5058], [5.9941, -1.3088, 2.8429], [7.7478, -1.4857, 2.7192], [8.1311, 0.3029, 4.3013], [6.6259, -0.3631, 4.9621], [5.0460, 1.2720, 2.2566], [6.3941, 2.4043, 2.0437], [-5.0283, -3.9875, 4.2058], [-3.6812, -4.0397, 3.4921], [-3.9126, -3.0760, 2.3364], [-4.8357, -2.0924, 2.8088], [-5.4065, -2.5204, 4.0486], [-4.9858, -4.3018, 5.2476], [-5.7435, -4.6255, 3.6857], [-2.8911, -3.6632, 4.1461], [-3.4033, -5.0386, 3.1598], [-4.3563, -3.5892, 1.4754], [-2.9992, -2.5766, 2.0073], [-4.9884, -1.9104, 4.8573], [-6.4847, -2.3575, 4.0163], [-9.7435, 5.7944, 0.4683], [-9.5869, 5.1480, -0.9066], [-8.6415, 3.9944, -0.5977], [-8.9213, 3.5964, 0.7483], [-9.7475, 4.5749, 1.3802], [-10.6431, 6.3994, 0.5709], [-8.8801, 6.4268, 0.6858], [-10.5495, 4.7670, -1.2548], [-9.1928, 5.8216, -1.6657], [-7.5947, 4.3102, -0.6574], [-8.7799, 3.1408, -1.2615], [-10.7579, 4.1656, 1.4891], [-9.3515, 4.7842, 2.3747], [-7.0212, -7.5492, 0.5987], [-7.8620, -8.0078, 1.7889], [-6.8620, -7.8966, 2.9326], [-5.9836, -6.8216, 2.5925], [-6.1777, -6.4478, 1.2262], [-7.6103, -7.1969, -0.2462], [-6.3825, -8.3647, 0.2533], [-8.6955, -7.3200, 1.9465], [-8.2661, -9.0128, 1.6806], [-6.2720, -8.8133, 3.0354], [-7.3327, -7.6797, 3.8920], [-6.6977, -5.4834, 1.1953], [-5.2041, -6.3299, 0.7488], [11.2101, 1.3160, -0.0335], [11.3778, -0.0289, 0.6688], [11.8141, -0.9223, -0.4838], [12.5391, -0.0866, -1.3907], [12.3544, 1.2872, -1.0377], [11.2568, 2.1715, 0.6383], [10.2525, 1.3425, -0.5586], [12.1671, 0.0361, 1.4212], [10.4710, -0.3861, 1.1545], [10.9452, -1.3389, -1.0056], [12.4559, -1.7461, -0.1700], [13.2825, 1.6670, -0.5970], [12.1440, 1.8593, -1.9422]], "forces_ev_per_angstrom": [[-0.1, 0.1, -0.2], [0.0, 0.1, 0.0], [0.1, -0.1, 0.4], [-0.3, -0.1, -0.4], [0.8, 0.2, 0.2], [-0.8, 0.0, -0.8], [-0.2, -0.6, 0.2], [0.7, 0.1, 0.5], [-0.3, 0.1, -0.2], [0.2, 0.2, 0.6], [0.0, -0.3, -0.1], [-0.1, 0.2, -0.5], [0.0, 0.3, 0.3], [-0.1, -0.2, 0.5], [0.2, 0.3, -0.2], [-0.3, 0.3, -0.2], [0.4, -0.4, -0.6], [0.0, 0.1, 0.2], [-0.1, 0.1, 0.2], [-0.1, 0.0, 0.2], [0.1, -0.1, 0.0], [0.1, 0.0, 0.0], [0.1, 0.0, 0.1], [-0.1, 0.0, 0.1], [-0.2, 0.1, 0.0], [0.1, -0.2, -0.1], [0.0, -0.1, 0.0], [0.1, -0.1, -0.2], [0.0, 0.3, -0.1], [0.0, 0.0, 0.0], [0.0, -0.1, 0.0], [-0.1, -0.2, 0.1], [0.1, 0.0, 0.1], [0.0, 0.0, 0.1], [0.0, 0.0, -0.1], [-0.1, 0.0, 0.1], [0.1, 0.0, 0.0], [0.0, 0.0, -0.1], [0.0, 0.0, 0.0], [0.0, 0.0, 0.0], [0.0, 0.0, 0.0], [0.0, 0.0, 0.0], [0.0, 0.0, 0.0], [0.0, 0.0, 0.0], [0.0, 0.0, 0.0], [0.0, 0.0, 0.0], [0.0, 0.0, -0.1], [0.0, 0.0, 0.0], [-0.2, -0.1, 0.0], [0.0, 0.0, 0.0], [0.1, 0.0, 0.1], [0.0, 0.0, 0.0], [0.0, 0.0, 0.0], [0.0, 0.0, 0.0], [0.0, 0.0, 0.0], [0.0, 0.0, 0.0], [0.0, 0.0, -0.1], [-0.1, 0.0, 0.0], [0.0, 0.0, 0.0], [0.1, 0.0, 0.0], [-0.1, 0.0, 0.0], [0.1, 0.0, 0.0], [0.0, 0.0, 0.0], [-0.1, -0.1, 0.0], [0.0, 0.0, 0.0], [0.0, 0.0, 0.0], [0.0, 0.0, 0.0], [0.0, 0.0, 0.0], [0.0, 0.0, 0.0], [0.0, 0.0, 0.0], [0.0, 0.0, 0.0], [0.0, 0.0, 0.0], [-0.1, 0.0, -0.1], [0.1, 0.0, 0.1], [-0.1, 0.0, 0.0], [0.0, 0.0, 0.0], [0.1, 0.0, 0.0], [0.0, 0.0, 0.0], [0.0, 0.0, 0.0], [0.0, 0.0, 0.0], [0.0, 0.0, 0.0], [0.0, 0.0, 0.0], [0.0, 0.0, 0.0], [0.0, 0.0, 0.0], [0.0, 0.0, 0.0], [0.1, 0.0, 0.0], [-0.1, 0.0, 0.0], [0.1, 0.1, 0.0], [0.0, 0.0, 0.0], [-0.1, -0.1, 0.0], [0.0, 0.0, 0.0], [0.0, 0.0, 0.0], [0.0, 0.0, 0.0], [0.0, 0.0, 0.0], [0.0, 0.0, -0.1], [0.0, 0.0, 0.0], [0.0, 0.0, 0.0], [0.0, 0.0, 0.0], [0.0, -0.1, 0.0], [0.0, 0.1, 0.0], [0.0, 0.0, 0.0], [0.0, 0.0, 0.0], [-0.1, 0.0, 0.0], [0.0, 0.0, 0.0], [0.0, 0.0, 0.0], [0.0, 0.0, 0.0], [0.0, 0.0, 0.0], [0.0, 0.0, 0.0], [0.0, 0.0, 0.0], [0.0, 0.0, 0.0], [0.0, 0.0, 0.0], [-0.1, 0.0, -0.1], [0.1, 0.0, 0.0], [-0.1, 0.0, 0.0], [0.0, 0.0, 0.0], [0.1, 0.0, 0.1], [0.0, 0.0, 0.0], [0.0, 0.0, 0.0], [0.0, 0.0, 0.0], [0.0, 0.0, 0.0], [0.0, 0.0, 0.0], [0.0, 0.0, 0.0], [0.0, 0.0, 0.0], [0.0, 0.0, 0.0]]}